[1]
50
Properties=species:S:1:pos:R:3:forces:R:3:mulliken_charge:R:1 method="wB97M-V/def2-TZVPD" spin_multiplicity=1 gap_ha=0.303 lumo_energy_ev=-0.88 de_lowest_kj_mol=92.7 energy_ev=-51792.0547
C 0.475 -2.216 -2.877 0.22 0.00 0.05 -1.11
C 1.776 -1.884 -2.158 -0.20 0.17 0.09 -0.63
H 2.112 -2.745 -1.578 0.11 -0.05 -0.01 0.30
C 1.629 -0.664 -1.247 0.18 0.03 -0.38 -1.07
N 0.621 -0.836 -0.214 0.24 0.00 -0.10 1.28
C -0.505 -0.099 -0.309 0.02 -0.26 -0.19 -0.62
O -0.677 0.692 -1.227 -0.32 0.04 -0.12 -0.61
C -1.595 -0.275 0.755 0.33 -0.59 0.00 0.62
N -1.765 0.945 1.526 0.94 0.49 0.16 0.07
S -0.468 1.675 2.207 -0.24 -0.21 0.57 1.43
O -0.952 2.779 2.977 -0.10 0.14 -0.38 -0.79
O 0.270 0.636 2.879 0.08 0.08 -0.31 -0.81
C 0.627 2.301 0.927 -0.01 -0.58 0.86 0.06
C 1.949 1.961 0.962 -0.57 -0.10 0.36 -0.46
C 2.852 2.399 -0.028 0.13 0.40 -0.58 -0.75
C 2.437 3.167 -1.081 0.51 -0.25 0.18 -0.78
C 1.081 3.529 -1.145 -1.03 0.03 0.38 1.10
N 0.474 4.253 -2.086 0.19 0.31 -0.65 -0.75
S -1.077 4.383 -1.709 0.88 -0.51 0.56 0.12
N -1.072 3.554 -0.337 -0.53 0.04 0.25 -0.32
C 0.162 3.109 -0.116 -0.06 0.85 -1.06 0.21
H 3.111 3.493 -1.857 0.11 0.02 -0.06 0.45
H 3.889 2.109 0.051 0.08 -0.02 -0.01 0.45
H 2.286 1.332 1.771 0.09 -0.10 0.05 0.52
C -2.970 1.668 1.157 -0.73 0.60 0.12 -0.71
H -3.699 1.563 1.969 0.02 0.05 -0.11 0.37
C -3.448 0.977 -0.117 0.08 0.08 0.07 -0.40
H -2.951 1.413 -0.981 -0.05 0.02 0.03 0.05
H -4.527 1.040 -0.245 -0.04 0.02 0.03 0.51
C -2.960 -0.459 0.073 0.08 0.13 -0.02 -1.14
H -3.629 -1.007 0.737 0.03 -0.05 0.02 0.42
H -2.869 -0.996 -0.870 0.01 -0.07 0.04 0.33
H -2.741 2.723 1.017 -0.20 -0.12 0.01 0.39
H -1.366 -1.087 1.444 -0.02 -0.03 -0.15 0.40
C 0.958 -1.710 0.895 -0.33 -0.40 0.24 -1.41
H 2.045 -1.825 0.893 -0.02 0.06 0.04 0.65
C 0.320 -3.102 0.817 0.24 0.09 0.17 -0.04
C 0.605 -3.887 2.092 -0.10 0.05 -0.23 -1.52
H 0.209 -3.361 2.957 -0.03 0.02 0.15 0.34
H 0.146 -4.872 2.044 0.00 -0.10 0.07 0.41
H 1.676 -4.013 2.231 0.12 -0.05 0.08 0.34
H 0.716 -3.646 -0.041 -0.07 0.03 -0.10 0.31
H -0.759 -3.012 0.676 -0.03 0.03 -0.07 0.27
H 0.688 -1.221 1.836 0.11 -0.14 -0.12 0.34
H 2.588 -0.437 -0.770 -0.06 0.02 0.02 0.44
H 1.325 0.198 -1.845 0.15 -0.09 0.10 0.36
H 2.553 -1.657 -2.892 0.08 -0.03 0.04 0.45
H -0.300 -2.479 -2.162 -0.13 -0.05 0.03 0.17
H 0.131 -1.356 -3.447 -0.09 0.07 -0.08 0.33
H 0.617 -3.052 -3.557 -0.07 -0.08 -0.06 0.42

[2]
50
Properties=species:S:1:pos:R:3:forces:R:3:mulliken_charge:R:1 method="wB97M-V/def2-TZVPD" spin_multiplicity=1 gap_ha=0.303 lumo_energy_ev=-1.24 de_lowest_kj_mol=36.4 energy_ev=-51792.6382
C 2.235 2.751 -0.518 -0.16 0.00 0.23 -1.47
H 2.821 1.843 -0.380 0.17 -0.10 -0.06 0.33
H 2.911 3.601 -0.452 0.09 0.03 -0.01 0.49
H 1.800 2.736 -1.515 0.00 -0.01 -0.14 0.29
C 1.133 2.877 0.533 -0.11 0.10 -0.15 0.35
C 0.279 4.114 0.270 0.12 -0.13 0.01 -1.57
H -0.435 4.260 1.076 -0.12 0.06 0.09 0.38
H 0.911 4.996 0.204 0.05 0.13 0.03 0.45
H -0.265 3.998 -0.664 -0.05 0.06 -0.04 0.29
C 0.262 1.602 0.578 -0.24 0.59 -0.11 0.39
N 0.928 0.509 1.262 -0.21 -0.12 0.94 -0.48
S 0.662 0.441 2.910 0.30 -0.13 -0.22 1.44
O 1.479 -0.623 3.407 -0.07 -0.13 -0.16 -0.76
O 0.787 1.732 3.527 -0.32 0.02 -0.09 -0.70
C -1.059 -0.026 2.966 0.66 0.75 0.32 -0.27
C -1.913 0.625 3.811 0.66 0.06 -0.23 -0.22
C -3.264 0.242 3.933 -0.50 -0.45 -0.15 -0.71
C -3.774 -0.806 3.217 -0.17 0.39 0.39 -0.68
C -2.918 -1.493 2.339 0.94 -0.19 -0.48 0.63
N -3.213 -2.531 1.554 -0.64 -0.41 -0.11 -0.67
S -1.902 -2.949 0.740 -0.21 0.83 0.89 0.18
N -0.884 -1.851 1.319 0.56 -0.27 -0.25 -0.32
C -1.537 -1.097 2.203 -0.80 -0.98 -0.55 0.66
H -4.802 -1.118 3.305 -0.12 0.01 0.03 0.45
H -3.898 0.789 4.613 -0.06 0.04 0.05 0.40
H -1.521 1.450 4.386 -0.01 0.12 0.07 0.53
H 1.919 0.455 1.073 0.28 -0.12 0.15 0.30
H -0.639 1.820 1.163 -0.03 0.10 -0.22 0.55
C -0.199 1.180 -0.829 0.02 -0.16 0.46 -0.22
O -0.813 1.933 -1.559 -0.12 0.36 -0.14 -0.71
N 0.148 -0.070 -1.168 0.27 -0.51 -0.02 0.19
H 0.573 -0.648 -0.458 -0.12 0.07 0.05 0.37
C -0.061 -0.618 -2.491 -0.19 0.16 -0.48 -0.46
C 1.271 -0.727 -3.243 0.00 0.07 0.21 -0.98
C 2.173 -1.799 -2.637 -0.10 -0.08 -0.36 -0.50
C 1.461 -3.148 -2.625 0.11 0.04 0.32 -0.96
C 0.160 -3.054 -1.834 -0.07 -0.08 -0.41 -0.36
C -0.752 -1.982 -2.427 0.05 0.12 0.20 -0.93
H -1.669 -1.896 -1.841 -0.05 0.05 -0.12 0.35
H -1.031 -2.271 -3.443 -0.04 -0.02 -0.04 0.47
H -0.354 -4.017 -1.851 -0.01 -0.02 0.11 0.24
H 0.388 -2.818 -0.792 0.07 -0.05 0.11 0.22
H 2.109 -3.908 -2.185 0.01 -0.06 -0.07 0.39
H 1.241 -3.449 -3.652 0.00 -0.06 -0.06 0.36
H 3.095 -1.870 -3.217 0.06 0.04 0.10 0.36
H 2.445 -1.522 -1.616 0.11 0.02 0.09 0.21
H 1.772 0.242 -3.225 -0.04 0.06 -0.07 0.37
H 1.061 -0.978 -4.285 0.00 0.00 -0.09 0.43
H -0.708 0.101 -3.006 0.11 -0.16 0.10 0.51
H 1.588 2.969 1.526 -0.08 -0.05 -0.12 0.38

[3]
52
Properties=species:S:1:pos:R:3:forces:R:3:mulliken_charge:R:1 method="wB97M-V/def2-TZVPD" spin_multiplicity=1 smiles="N#CCCN1CCN(S(=O)(=O)c2ccc(S(=O)(=O)N3CCOCC3)cc2)CC1" gap_ha=0.327 lumo_energy_ev=-0.03 de_lowest_kj_mol=148.3 energy_ev=-55884.9927
N -5.744 -1.678 -2.066 0.14 -0.49 -0.15 -0.49
C -6.004 -0.626 -1.698 -0.03 -0.27 -0.24 0.26
C -6.358 0.675 -1.199 -0.10 0.63 0.44 -0.29
H -5.870 1.437 -1.810 -0.11 0.01 -0.01 0.25
H -7.440 0.790 -1.297 0.08 0.06 -0.05 0.38
C -5.961 0.846 0.293 -0.11 0.01 0.05 -0.98
N -4.581 1.162 0.557 0.06 0.04 0.09 -0.01
C -3.643 0.163 0.072 0.21 -0.12 0.05 -0.47
C -2.245 0.468 0.614 -0.25 -0.61 -0.10 -1.15
N -1.826 1.822 0.317 0.54 0.26 -0.86 0.14
S -1.274 2.050 -1.256 0.39 -0.15 0.41 1.50
O -2.054 1.345 -2.236 0.15 -0.24 0.08 -0.68
O -1.090 3.458 -1.433 0.11 0.17 0.19 -0.78
C 0.327 1.254 -1.120 -0.49 0.12 -0.07 -0.26
C 1.294 1.864 -0.343 0.12 0.00 0.04 -0.77
C 2.534 1.259 -0.213 0.00 0.16 0.03 -0.69
C 2.770 0.060 -0.861 0.43 -0.15 -0.09 0.43
C 1.806 -0.545 -1.644 0.02 -0.02 -0.09 -0.75
C 0.566 0.062 -1.779 -0.06 -0.03 -0.06 -0.40
H -0.215 -0.361 -2.391 -0.03 -0.11 -0.08 0.57
H 2.044 -1.467 -2.149 -0.07 -0.11 -0.11 0.49
S 4.347 -0.767 -0.635 -0.61 0.04 0.26 1.33
O 4.600 -1.593 -1.777 -0.26 -0.15 0.05 -0.72
O 5.322 0.211 -0.247 -0.21 0.07 0.20 -0.69
N 3.939 -1.736 0.676 0.29 0.51 -0.81 0.13
C 4.493 -1.331 1.954 0.44 0.18 0.39 -0.69
H 3.841 -1.721 2.741 0.03 0.06 -0.06 0.41
C 5.914 -1.878 2.120 -0.14 0.27 0.09 -0.51
H 6.564 -1.394 1.377 0.00 -0.04 0.12 0.34
O 5.941 -3.278 1.955 -0.03 -0.12 0.16 -0.41
C 5.464 -3.653 0.682 -0.26 -0.09 -0.17 -0.49
H 6.099 -3.219 -0.105 -0.01 -0.09 0.05 0.34
C 4.027 -3.169 0.468 0.29 -0.52 -0.22 -0.69
H 3.352 -3.654 1.179 0.02 0.05 -0.07 0.38
H 3.708 -3.379 -0.552 -0.05 -0.23 0.08 0.37
H 5.521 -4.742 0.643 -0.01 0.06 -0.10 0.36
H 6.293 -1.683 3.125 -0.01 0.08 -0.08 0.38
H 4.504 -0.243 1.987 0.00 -0.01 0.25 0.34
H 3.328 1.707 0.363 0.03 0.14 0.08 0.49
H 1.063 2.804 0.132 0.08 0.12 0.12 0.46
C -2.806 2.798 0.751 -0.38 0.58 -0.21 -1.28
C -4.175 2.495 0.145 0.10 0.10 0.22 -0.42
H -4.910 3.215 0.512 0.02 0.02 -0.05 0.53
H -4.087 2.594 -0.950 -0.13 0.06 0.05 0.30
H -2.450 3.776 0.428 -0.13 0.05 0.17 0.50
H -2.858 2.760 1.842 0.03 -0.01 -0.07 0.39
H -1.514 -0.213 0.175 -0.04 -0.16 0.14 0.36
H -2.235 0.355 1.702 0.05 -0.02 -0.08 0.44
H -3.965 -0.819 0.426 0.04 -0.01 -0.05 0.53
H -3.593 0.143 -1.027 -0.05 -0.10 0.17 0.35
H -6.566 1.651 0.719 -0.03 -0.09 -0.05 0.42
H -6.199 -0.078 0.830 -0.09 0.10 -0.06 0.46

[4]
50
Properties=species:S:1:pos:R:3:forces:R:3:mulliken_charge:R:1 method="wB97M-V/def2-TZVPD" spin_multiplicity=1 smiles="[H]/N=C(/N)NCCC[C@H](NC(=O)[C@@H](N)Cc1c[nH]c2ccccc12)C(=O)O" gap_ha=0.276 lumo_energy_ev=-0.25 de_lowest_kj_mol=982.6 energy_ev=-33093.4106
C -0.103 -0.898 0.736 -3.54 -0.72 1.40 0.52
C -1.134 0.165 0.786 -2.71 -1.19 3.66 -0.42
C -1.030 -2.086 1.291 1.91 -0.93 0.07 -0.84
C -0.174 -3.388 0.955 -3.42 -0.38 -0.54 0.48
C -0.617 -4.318 0.023 0.79 -0.04 0.61 -1.10
C 0.904 -4.030 1.588 2.20 -1.81 1.84 0.09
C 1.219 -5.280 0.953 -5.63 2.61 -2.30 0.13
C 1.460 -3.845 2.869 -0.14 3.31 2.91 0.22
C 2.185 -6.094 1.309 4.66 -1.83 2.34 -0.74
C 2.526 -4.610 3.490 -2.43 -2.78 -2.38 -0.88
C 2.810 -5.748 2.532 3.12 0.13 2.32 -0.14
C -0.862 0.852 -1.787 1.86 -1.90 3.82 0.06
C 0.748 1.123 -1.830 0.95 2.71 3.06 0.38
C -1.545 2.031 -2.435 -2.50 2.03 1.28 -1.34
C -0.950 3.486 -2.016 -0.65 0.06 -3.37 -0.44
C -1.145 4.128 -0.607 5.84 -0.62 -1.96 -1.10
C -1.007 6.535 -1.292 -3.31 -3.30 -2.64 0.42
H 1.452 0.331 1.064 -1.38 -0.72 1.13 0.39
H 1.882 -1.159 1.252 -2.98 1.26 1.52 0.37
H 0.089 -1.095 -0.294 0.61 -0.41 -0.94 0.38
H -1.401 -1.810 2.361 1.44 -1.00 -1.71 0.37
H -2.013 -2.085 0.744 1.22 -0.26 0.06 0.54
H -1.475 -4.246 -0.598 -0.55 0.01 -0.43 0.48
H 0.156 -6.227 -0.643 -0.22 -0.07 -0.43 0.23
H 0.916 -2.877 3.391 1.77 -2.50 -0.86 0.17
H 2.672 -6.893 0.684 -1.05 0.71 0.81 0.29
H 2.827 -4.770 4.661 -0.71 1.08 -3.41 0.26
H 3.793 -6.326 2.835 -2.22 0.77 -0.71 0.22
H -2.020 1.535 0.004 0.74 0.09 -1.35 0.32
H -1.096 -0.342 -1.978 0.41 3.24 -0.48 0.55
H -2.608 2.157 -1.950 1.55 -0.92 -1.35 0.32
H -1.654 1.978 -3.541 0.25 -0.12 0.88 0.41
H -1.307 4.143 -2.945 0.61 -1.01 2.32 0.50
H 0.139 3.402 -2.134 -0.45 0.36 -0.02 0.37
H -0.564 3.326 -0.018 -1.18 1.94 0.16 0.25
H -2.066 4.442 -0.292 -2.33 -0.06 1.06 0.62
H 0.644 5.261 -1.084 -1.09 0.68 0.49 0.27
H -2.431 5.386 -1.627 -0.34 0.02 -0.91 0.41
H -0.195 7.802 -0.098 -0.36 0.85 -4.77 0.36
H -0.863 8.472 -1.966 1.45 -2.29 3.09 0.33
H 0.699 -0.246 -3.196 -0.58 -0.27 -0.11 0.44
N 0.980 -0.500 1.559 5.80 -0.77 -1.95 -0.70
N 0.131 -5.503 0.042 1.71 1.96 1.13 -0.09
N -1.182 0.976 -0.275 -2.86 1.90 -0.12 0.14
N -0.299 5.470 -0.693 -0.75 -2.16 0.79 -0.35
N -2.186 6.330 -1.890 2.35 1.41 1.99 -0.85
N -0.352 7.704 -1.293 0.23 3.11 2.26 -0.53
O -2.011 0.166 1.795 3.72 1.65 -4.87 -0.74
O 1.304 2.024 -0.992 -2.53 -6.28 -5.78 -0.55
O 1.338 0.357 -2.825 0.72 2.44 2.34 -0.48